Entry 1:
Molecular formula: C4H2FNS
Method: DFT, ωB97M-V/def2-TZVPD

Atoms and positions in Å:
C (0.9425, -0.5023, -0.0051)
C (-0.3782, -0.7252, -0.0015)
C (-1.3545, 0.3487, 0.0018)
C (1.5567, 0.8017, -0.0060)
H (-0.7278, -1.7455, 0.0185)
H (-0.9518, 1.3694, -0.0030)
N (2.0548, 1.8486, 0.0010)
F (1.8158, -1.5100, -0.0024)
S (-2.9575, 0.1146, -0.0034)

Computed properties:
Orbital gap = 7.8 eV
Total charge = 0
Multiplicity = 1
Energy relative to the best compared isomer or geometry (same formula, charge and spin) = 4.0 kJ/mol
LUMO level = -1.66 eV
Energy = -19221.276 eV
SMILES string = N#C/C(F)=C\C=S

=====

Entry 2:
Molecular formula: C4H10N2O
Method: DFT, ωB97M-V/def2-TZVPD

Atoms and positions in Å:
C (-0.8813, -0.6630, 1.0892)
C (0.6018, -0.2385, 1.0622)
C (1.1965, -0.0243, -0.3270)
C (0.2033, 0.7151, -1.2366)
N (0.2568, 2.0802, -1.1455)
O (-0.4563, 0.1597, -2.0872)
N (-1.1700, -1.6920, 0.0917)
H (-1.4965, 0.2389, 1.0384)
H (-1.0887, -1.0647, 2.0769)
H (0.7124, 0.6761, 1.6614)
H (1.1385, -1.0267, 1.5988)
H (2.0892, 0.5968, -0.2699)
H (1.3130, -0.9520, -0.8858)
H (-0.3457, 2.6206, -1.7414)
H (1.0836, 2.5406, -0.7963)
H (-1.3806, -2.5739, 0.5221)
H (-1.7760, -1.3930, -0.6511)

Computed properties:
Orbital gap = 9.6 eV
Total charge = 0
Multiplicity = 1
Energy relative to the best compared isomer or geometry (same formula, charge and spin) = 83.8 kJ/mol
LUMO level = 0.92 eV
Energy = -9338.119 eV
SMILES string = NCCCC(N)=O

=====

Entry 3:
Molecular formula: C14H31BIN3O7P
Method: DFT, ωB97M-V/def2-TZVPD

Atoms and positions in Å:
C (0.5236, -0.6841, 0.0230)
C (0.2556, -0.6794, -1.4533)
O (0.7400, 0.1229, -2.2321)
O (-0.6506, -1.6288, -1.8636)
C (-1.3360, -1.2909, -3.0652)
C (-2.5807, -0.4052, -2.8038)
C (-2.5887, 0.2876, -1.4324)
C (-2.1633, 1.8013, -1.3400)
B (-1.0087, 2.3874, -2.2980)
O (-0.7467, 1.9256, -3.5781)
O (-0.2917, 3.4166, -1.7426)
C (-3.4976, 2.6088, -1.2674)
N (-4.5348, 1.5588, -1.5383)
C (-3.9984, 0.3526, -0.8043)
P (-5.0102, -1.2238, -0.7357)
O (-5.8466, -0.9554, 0.6346)
I (-6.6234, -0.6837, -2.5049)
H (-0.2145, -1.3227, 0.5253)
H (1.5015, -1.1168, 0.2547)
H (0.4103, 0.3354, 0.4006)
H (-0.6586, -0.7741, -3.7484)
H (-1.6393, -2.2271, -3.5453)
H (-3.4786, -1.0327, -2.8863)
H (-2.6183, 0.3212, -3.6251)
H (-1.9655, -0.2334, -0.6934)
H (-1.7093, 1.9018, -0.3446)
H (-1.4659, 2.0810, -4.1964)
H (0.6454, 3.2582, -1.5801)
H (-3.6108, 3.4748, -1.9247)
H (-3.6364, 2.9446, -0.2341)
H (-5.5048, 1.8293, -1.3724)
H (-4.4719, 1.3423, -2.5367)
H (-3.8684, 0.6927, 0.2335)
H (-5.9907, -0.0359, 0.8808)
C (1.0140, 2.3835, 3.4468)
C (1.6069, 2.3490, 2.0605)
O (0.8989, 2.2613, 1.0558)
N (2.9453, 2.3990, 1.9517)
C (3.9378, 2.4957, 3.0092)
H (-0.0666, 2.3302, 3.3581)
H (1.3669, 1.5385, 4.0384)
H (1.2805, 3.3066, 3.9615)
H (3.2765, 2.3546, 1.0002)
H (4.5300, 3.3996, 2.8653)
H (4.5992, 1.6302, 2.9767)
H (3.4619, 2.5368, 3.9822)
C (4.9873, -2.9748, 0.8161)
C (3.9843, -2.9123, 1.9443)
O (3.7329, -1.8688, 2.5291)
N (3.3652, -4.0686, 2.2942)
C (3.5375, -5.3901, 1.7213)
H (5.3887, -1.9777, 0.6663)
H (5.8060, -3.6529, 1.0577)
H (4.5174, -3.3112, -0.1088)
H (2.7148, -3.9624, 3.0565)
H (2.5947, -5.7614, 1.3170)
H (3.8883, -6.0945, 2.4764)
H (4.2658, -5.3593, 0.9182)

Computed properties:
Orbital gap = 8.2 eV
Total charge = +1
Multiplicity = 1
LUMO level = -3.15 eV
Energy = -51887.325 eV

=====

- Number 1 is which compound?
  C4H2FNS

=====

- Which value of multiplicity does entry 1 give?
  1

=====

- The lowest LUMO level belongs to which entry?
  C14H31BIN3O7P

=====

- Which of these has the lowest energy?
  C14H31BIN3O7P